No. 1
Formula: C34H40O6P2S
Source: OMol25
Level of theory: wB97M-V/def2-TZVPD

The geometry in XYZ format:
```
83
Properties=species:S:1:pos:R:3:lowdin_charge:R:1
C 0.268 4.178 1.944 -0.30
P 1.294 2.683 2.172 0.95
C 1.723 2.615 3.957 -0.29
C 0.187 1.228 1.844 -0.46
O 0.649 0.594 0.599 -0.23
S -0.530 0.429 -0.447 0.57
O -0.625 1.569 -1.294 -0.22
O -0.441 -0.863 -1.023 -0.22
O -1.700 0.500 0.633 -0.19
C -1.276 1.542 1.552 -0.47
P -2.296 1.823 3.066 0.86
O -3.741 2.014 2.354 -0.22
O -2.515 0.273 3.543 -0.26
H 0.214 4.383 0.875 0.04
H -0.728 4.151 2.388 0.00
H 0.819 5.003 2.398 0.04
H 2.690 2.121 4.034 0.03
H 1.844 3.644 4.297 0.03
H 1.016 2.091 4.601 0.03
H 0.314 0.437 2.588 0.12
H -1.377 2.484 0.998 0.10
H -4.100 2.856 2.645 0.05
H -1.657 -0.153 3.649 0.06
C -0.082 8.503 5.163 -0.09
C -1.078 8.329 4.211 -0.09
C -1.701 7.096 4.076 -0.10
C -1.331 6.039 4.896 -0.11
C -0.336 6.213 5.848 -0.10
C 0.290 7.445 5.980 -0.10
H 0.404 9.464 5.267 0.10
H -1.369 9.155 3.575 0.10
H -2.473 6.960 3.330 0.10
H -1.816 5.076 4.792 0.08
H -0.049 5.388 6.488 0.10
H 1.067 7.581 6.721 0.10
C -3.998 -5.006 4.538 -0.10
C -3.381 -5.444 3.374 -0.10
C -2.912 -4.523 2.448 -0.09
C -3.057 -3.163 2.687 -0.09
C -3.670 -2.724 3.853 -0.10
C -4.143 -3.646 4.777 -0.09
H -4.365 -5.725 5.259 0.10
H -3.266 -6.504 3.189 0.10
H -2.435 -4.865 1.538 0.08
H -2.694 -2.444 1.963 0.10
H -3.784 -1.666 4.035 0.08
H -4.624 -3.304 5.684 0.10
C 3.062 -0.708 -4.041 -0.11
C 1.874 -0.944 -3.362 -0.09
C 1.418 -2.244 -3.194 -0.09
C 2.155 -3.305 -3.701 -0.09
C 3.346 -3.071 -4.377 -0.10
C 3.798 -1.770 -4.550 -0.10
H 3.416 0.306 -4.174 0.10
H 1.302 -0.116 -2.966 0.09
H 0.491 -2.428 -2.671 0.08
H 1.797 -4.318 -3.568 0.09
H 3.919 -3.901 -4.769 0.10
H 4.723 -1.583 -5.082 0.10
C 1.860 1.470 -6.641 -0.09
C 1.238 2.710 -6.689 -0.09
C 1.447 3.550 -7.774 -0.10
C 2.273 3.148 -8.814 -0.10
C 2.894 1.907 -8.768 -0.10
C 2.688 1.069 -7.680 -0.09
H 1.697 0.814 -5.798 0.08
H 0.591 3.021 -5.879 0.10
H 0.965 4.519 -7.810 0.10
H 2.434 3.802 -9.662 0.10
H 3.536 1.593 -9.580 0.10
H 3.173 0.101 -7.640 0.10
C 0.359 -5.903 -1.074 -0.09
C 1.525 -6.593 -1.375 -0.10
C 1.558 -7.978 -1.288 -0.10
C 0.420 -8.674 -0.904 -0.10
C -0.748 -7.985 -0.606 -0.10
C -0.777 -6.600 -0.689 -0.10
H 0.338 -4.822 -1.140 0.10
H 2.411 -6.048 -1.677 0.10
H 2.469 -8.514 -1.520 0.10
H 0.443 -9.754 -0.838 0.10
H -1.635 -8.528 -0.309 0.10
H -1.687 -6.062 -0.454 0.09
```

Values from the calculation:
Gap between HOMO and LUMO   9.11 eV
HOMO   -9.05 eV
E_LUMO   0.0604 eV
Relative energy (zero: lowest compared OMol25 entry of this formula, charge and spin)   0.0 kcal per mole

No. 2
Formula: C34H41BeBr2N4O2STe
Source: OMol25
Level of theory: wB97M-V/def2-TZVPD

The geometry in XYZ format:
```
86
Properties=species:S:1:pos:R:3:lowdin_charge:R:1
Be 0.040 1.163 -0.984 -0.10
Br 2.588 0.931 3.056 0.80
C 2.849 0.189 1.335 -0.62
C 3.973 -0.588 1.067 -0.20
C 4.174 -1.093 -0.205 -0.63
Br 5.708 -2.175 -0.503 0.74
C 3.292 -0.836 -1.275 -0.23
C 3.415 -1.263 -2.627 -0.07
C 2.423 -0.863 -3.542 -0.10
C 1.352 -0.101 -3.152 -0.15
N 1.191 0.305 -1.855 0.01
C 2.167 -0.057 -0.951 -0.18
C 1.923 0.445 0.336 -0.40
O 0.799 1.164 0.460 -0.26
H 4.687 -0.793 1.852 0.09
H 4.252 -1.869 -2.937 0.06
H 2.494 -1.165 -4.579 0.10
H 0.579 0.197 -3.849 0.10
C -2.959 1.590 -2.354 -0.03
C -2.729 1.204 -0.914 -0.69
O -3.584 1.434 -0.057 -0.03
N -1.554 0.580 -0.626 -0.23
Te -1.589 0.144 1.337 2.00
C -3.441 -0.817 1.759 -0.31
C -4.198 -0.177 2.749 -0.31
C -3.812 1.151 3.350 -0.09
C -5.381 -0.775 3.169 -0.01
C -5.836 -1.967 2.624 -0.26
C -7.130 -2.586 3.075 -0.05
C -5.079 -2.559 1.623 -0.01
C -3.888 -2.003 1.174 -0.27
C -3.139 -2.686 0.070 -0.05
C -0.286 -1.533 1.476 -0.29
C 0.315 -2.259 0.437 -0.26
C -0.131 -2.305 -1.001 -0.05
C 1.392 -3.085 0.760 0.00
C 1.864 -3.234 2.051 -0.25
C 3.085 -4.061 2.335 -0.03
C 1.191 -2.572 3.071 -0.02
C 0.133 -1.717 2.807 -0.32
C -0.522 -1.011 3.969 -0.10
H -3.932 1.201 -2.651 0.09
H -2.184 1.212 -3.015 0.06
H -2.997 2.677 -2.429 0.07
H -3.726 1.912 2.572 0.07
H -2.862 1.105 3.887 0.06
H -4.573 1.475 4.058 0.08
H -5.969 -0.284 3.937 0.12
H -7.497 -2.116 3.986 0.07
H -7.009 -3.653 3.264 0.08
H -7.897 -2.475 2.306 0.09
H -5.428 -3.480 1.166 0.12
H -3.776 -3.415 -0.431 0.09
H -2.264 -3.209 0.458 0.08
H -2.796 -1.969 -0.674 0.07
H -0.736 -1.458 -1.299 0.04
H -0.715 -3.215 -1.161 0.09
H 0.738 -2.358 -1.656 0.08
H 1.881 -3.616 -0.050 0.13
H 3.194 -4.868 1.611 0.08
H 3.051 -4.490 3.336 0.08
H 3.981 -3.438 2.265 0.07
H 1.516 -2.700 4.097 0.12
H -0.174 -1.438 4.908 0.09
H -1.612 -1.113 3.949 0.06
H -0.269 0.052 3.985 0.05
C 4.641 4.230 -0.894 -0.07
C 3.828 2.943 -0.881 -0.21
N 2.386 3.176 -0.894 0.03
C 1.643 3.279 -1.993 -0.72
S -0.076 3.191 -1.881 0.82
N 2.258 3.446 -3.163 0.03
C 1.597 3.516 -4.461 -0.26
C 1.160 4.926 -4.820 -0.09
H 5.706 3.999 -0.884 0.08
H 4.412 4.835 -0.017 0.08
H 4.435 4.839 -1.776 0.07
H 4.043 2.364 0.016 0.12
H 4.086 2.293 -1.724 0.12
H 1.860 2.943 -0.060 0.11
H 3.261 3.535 -3.153 0.13
H 0.743 2.843 -4.433 0.08
H 2.306 3.127 -5.193 0.12
H 0.439 5.295 -4.091 0.06
H 0.689 4.933 -5.804 0.08
H 2.012 5.608 -4.845 0.07
```

Values from the calculation:
Multiplicity   2
Gap between HOMO and LUMO (spin up / spin down)   5.42 / 7.63 eV
HOMO (spin up / spin down)   -4.96 / -7.20 eV
E_LUMO (spin up / spin down)   0.4593 / 0.4250 eV
Relative energy (zero: lowest compared OMol25 entry of this formula, charge and spin)   0.0 kcal per mole

Number 1: maximum force 1.21 eV/Å. Number 2: maximum force 0.13 eV/Å.